Model A:
{
  "formula": "C3H5N3",
  "method": "ωB97M-V/def2-TZVPD",
  "symbols": ["N", "N", "N", "C", "C", "C", "H", "H", "H", "H", "H"],
  "coordinates": [[-0.355, -1.209, 0.182], [0.424, -0.970, -2.146], [-0.100, 1.035, 1.336], [-0.021, -1.038, -1.014], [-0.658, -0.146, 1.423], [0.499, 1.673, 0.401], [0.823, 1.199, -0.530], [-0.095, -0.456, -2.853], [0.737, 2.725, 0.539], [-0.389, -0.745, 2.293], [-0.864, -2.067, 0.368]],
  "orbital_gap_ev": [7.208, 7.209],
  "homo_energy_ev": [-6.84, -6.84],
  "total_charge": 0
}

Model B:
{
  "formula": "C3H5N3",
  "method": "ωB97M-V/def2-TZVPD",
  "symbols": ["N", "N", "N", "C", "C", "C", "H", "H", "H", "H", "H"],
  "coordinates": [[0.448, -1.240, -0.311], [1.733, -0.997, -0.039], [-0.164, -0.113, -0.030], [0.686, 0.888, 0.285], [-1.618, -0.090, -0.016], [1.977, 0.350, 0.322], [-1.981, -0.358, 0.979], [-1.976, -0.814, -0.747], [0.314, 1.882, 0.494], [-1.958, 0.913, -0.279], [2.538, -0.421, -0.659]],
  "orbital_gap_ev": 9.724,
  "homo_energy_ev": -8.97,
  "total_charge": 0
}

Which of them is most stable? Easy: model A.

Model A:
{
  "formula": "C3H5N3",
  "method": "ωB97M-V/def2-TZVPD",
  "symbols": ["N", "N", "N", "C", "C", "C", "H", "H", "H", "H", "H"],
  "coordinates": [[-1.384, -1.508, 1.327], [-0.520, -1.800, 0.401], [-1.891, -0.534, 1.881], [1.001, 1.730, -0.698], [0.615, 0.384, -0.336], [0.220, -0.857, -0.285], [1.900, 2.211, -0.209], [0.574, -1.498, -1.173], [-1.844, -2.356, 1.431], [1.047, 1.659, -1.746], [0.280, 2.570, -0.592]],
  "orbital_gap_ev": [6.107, 6.140],
  "homo_energy_ev": [-7.65, -7.67],
  "total_charge": 0
}

Model B:
{
  "formula": "C3H5N3",
  "method": "ωB97M-V/def2-TZVPD",
  "symbols": ["N", "N", "N", "C", "C", "C", "H", "H", "H", "H", "H"],
  "coordinates": [[-0.118, 0.290, -0.179], [0.989, 0.063, 0.264], [-0.951, -0.789, -0.512], [1.085, -1.241, 0.348], [-0.593, 1.823, -0.154], [-0.119, -1.708, -0.003], [0.022, -2.872, -0.155], [2.118, -1.755, 0.633], [0.161, 2.421, 0.103], [-1.298, 1.816, 0.668], [-1.296, 1.952, -1.013]],
  "smiles": "Cn1nccn1",
  "orbital_gap_ev": 10.775,
  "homo_energy_ev": -9.68,
  "total_charge": 0
}

Which of them is most stable? Easy: model B.

Model A:
{
  "formula": "C3H5O2P",
  "method": "ωB97M-V/def2-TZVPD",
  "symbols": ["P", "O", "O", "C", "C", "C", "H", "H", "H", "H", "H"],
  "coordinates": [[-2.197, -0.139, 0.060], [-0.959, -1.431, -0.008], [-1.405, 1.084, -0.659], [1.121, -0.306, -0.634], [0.115, -0.503, 0.465], [-0.759, 0.940, 0.567], [1.835, 0.417, -0.268], [1.787, -1.289, -0.775], [0.518, 0.165, -1.493], [0.387, -0.723, 1.446], [-0.443, 1.786, 1.299]],
  "orbital_gap_ev": 9.702,
  "homo_energy_ev": -9.10,
  "total_charge": 0
}

Model B:
{
  "formula": "C3H5O2P",
  "method": "ωB97M-V/def2-TZVPD",
  "symbols": ["P", "O", "O", "C", "C", "C", "H", "H", "H", "H", "H"],
  "coordinates": [[-1.695, 0.028, 0.638], [0.967, 1.040, -0.016], [-1.240, -1.073, -1.807], [0.687, -0.213, -0.661], [1.270, -0.110, 0.738], [-0.746, -0.456, -0.872], [-2.722, 0.835, 0.083], [2.358, -0.318, 0.769], [0.608, -0.332, 1.549], [-0.772, 1.075, 0.999], [1.285, -0.475, -1.420]],
  "smiles": "O=C(P)[C@@H]1CO1",
  "orbital_gap_ev": 9.974,
  "homo_energy_ev": -9.51,
  "total_charge": 0
}

Which of them is most stable? Easy: model A.

Model A:
{
  "formula": "C5H14N2",
  "method": "ωB97M-V/def2-TZVPD",
  "symbols": ["N", "N", "C", "C", "C", "C", "C", "H", "H", "H", "H", "H", "H", "H", "H", "H", "H", "H", "H", "H", "H"],
  "coordinates": [[0.576, -0.606, -0.228], [-2.040, -0.876, 1.398], [1.826, -1.059, 0.353], [-0.201, 0.393, 0.449], [-1.746, 0.103, 0.359], [0.746, -0.397, -1.687], [0.033, 1.851, -0.007], [1.427, 0.464, -1.835], [2.248, -0.376, 1.097], [-0.195, 0.001, -2.117], [-2.277, 1.026, 0.443], [1.079, -1.363, -2.046], [-0.759, 2.228, -0.660], [0.236, 0.412, 1.479], [0.095, 2.617, 0.775], [2.572, -1.330, -0.397], [1.650, -2.013, 0.862], [-1.420, -1.668, 1.435], [-3.006, -1.173, 1.396], [1.012, 2.173, -0.460], [-1.855, -0.408, -0.606]],
  "smiles": "C[C@@H](CN)N(C)C",
  "orbital_gap_ev": 9.106,
  "homo_energy_ev": -8.03,
  "total_charge": 0
}

Model B:
{
  "formula": "C5H14N2",
  "method": "ωB97M-V/def2-TZVPD",
  "symbols": ["N", "N", "C", "C", "C", "C", "C", "H", "H", "H", "H", "H", "H", "H", "H", "H", "H", "H", "H", "H", "H"],
  "coordinates": [[0.126, 2.171, 0.805], [0.940, -1.100, -0.273], [2.150, -0.651, -0.853], [-0.598, 0.831, 0.450], [-2.047, 0.915, 0.878], [0.273, -0.411, 0.867], [-0.015, -1.752, -1.120], [0.986, -0.349, 1.657], [-2.533, -0.031, 0.882], [-2.327, 1.281, 1.935], [2.941, -0.235, -0.124], [-0.452, 2.958, 1.035], [0.718, 2.568, 0.044], [1.907, 0.124, -1.586], [-0.814, -2.027, -0.426], [2.643, -1.430, -1.388], [-0.679, -1.256, -1.806], [-0.486, 0.721, -0.567], [0.443, -2.616, -1.703], [-2.588, 1.442, 0.079], [-0.589, -1.154, 1.214]],
  "smiles": "C[C@@H](N)CN(C)C",
  "orbital_gap_ev": 8.909,
  "homo_energy_ev": -7.93,
  "total_charge": 0
}

Model C:
{
  "formula": "C5H14N2",
  "method": "ωB97M-V/def2-TZVPD",
  "symbols": ["N", "N", "C", "C", "C", "C", "C", "H", "H", "H", "H", "H", "H", "H", "H", "H", "H", "H", "H", "H", "H"],
  "coordinates": [[1.795, 0.848, 0.193], [-0.996, 2.475, 0.243], [0.437, 0.469, -0.268], [0.289, -1.046, -0.382], [-0.583, 1.149, 0.672], [0.354, -1.730, 0.980], [-0.999, -1.409, -1.109], [-1.022, -0.971, -2.107], [0.270, 0.874, -1.285], [-1.093, -2.489, -1.180], [-1.864, -1.053, -0.561], [0.732, -2.751, 0.963], [-1.460, 0.513, 0.705], [-0.474, 3.235, 0.664], [-1.045, 2.549, -0.762], [-0.049, 1.168, 1.614], [-0.636, -1.797, 1.435], [1.799, 1.867, 0.145], [1.105, -1.364, -1.049], [0.996, -1.156, 1.649], [2.442, 0.617, -0.560]],
  "smiles": "CC(C)[C@H](N)CN",
  "orbital_gap_ev": 10.054,
  "homo_energy_ev": -9.02,
  "total_charge": 0
}

Model D:
{
  "formula": "C5H14N2",
  "method": "ωB97M-V/def2-TZVPD",
  "symbols": ["N", "N", "C", "C", "C", "C", "C", "H", "H", "H", "H", "H", "H", "H", "H", "H", "H", "H", "H", "H", "H"],
  "coordinates": [[-1.665, 1.751, -1.211], [0.535, -0.982, 0.209], [-0.124, -1.899, 1.152], [-0.213, -0.165, -0.795], [0.067, 1.950, 0.736], [1.682, -1.736, -0.543], [-0.899, 1.057, -0.026], [-2.498, 2.382, -0.955], [2.459, -0.958, -0.524], [-0.934, 2.220, -1.748], [1.396, -2.033, -1.505], [-1.063, -0.492, -1.403], [-0.308, 2.241, 1.700], [0.604, 0.249, -1.522], [-0.506, -1.417, 2.012], [0.221, 2.878, 0.125], [1.102, 1.589, 1.003], [-1.610, 0.618, 0.794], [0.557, -2.457, 1.580], [-0.939, -2.479, 0.661], [2.137, -2.318, 0.259]],
  "smiles": "C[C@@H](N)CN(C)C",
  "orbital_gap_ev": 9.353,
  "homo_energy_ev": -8.29,
  "total_charge": 0
}

Which of them is most stable? Easy: model C.